Here is a cluster of 12 separate species, C35H65BFO28S5 in total from the OMol25 dataset. Energies are from wB97M-V/def2-TZVPD.

CARTESIAN COORDINATES (ANGSTROEM)
O1 1.2718 1.4633 3.7193
C1 1.0984 1.3163 2.4940
O2 -0.0513 1.0865 1.7960
B1 0.2244 1.1373 0.3714
O3 1.6561 1.3998 0.2166
C2 2.2268 1.5213 1.4762
O4 3.4406 1.6769 1.7939
O5 -0.5730 2.2130 -0.3175
C3 -1.2311 1.6931 -1.3107
O6 -1.9075 2.3019 -2.1395
C4 -0.9733 0.1719 -1.2961
O7 -0.1853 -0.1376 -0.2833
O8 -1.3332 -0.6413 -2.1917
F1 -4.8117 -1.8243 -6.8178
C5 -4.7212 -0.9730 -5.7817
C6 -5.6473 -1.0687 -4.7559
C7 -5.4243 -0.3130 -3.6132
C8 -4.3701 0.6265 -3.5069
C9 -3.4657 0.7028 -4.5978
C10 -3.6131 -0.1019 -5.7425
H1 -6.4960 -1.7351 -4.8004
H2 -6.1211 -0.4208 -2.7951
H3 -4.1449 1.2964 -2.6903
H4 -2.7016 1.4632 -4.5315
H5 -2.9156 -0.0308 -6.5640
C11 3.6264 1.0375 6.4429
S1 5.1869 0.0088 6.2003
O9 4.7779 -1.4770 6.3810
C12 5.4324 0.1444 4.3793
H6 3.7444 2.0564 6.0742
H7 3.3627 1.0937 7.4990
H8 2.7613 0.7025 5.8705
H9 5.8115 1.1324 4.1179
H10 4.4827 0.2525 3.8553
H11 6.0806 -0.5849 3.8935
C13 -2.8633 -1.8390 0.5155
S2 -2.3171 -2.8544 1.9212
O10 -1.9881 -4.2576 1.4043
C14 -0.6887 -2.1572 2.3498
H12 -2.1701 -2.0774 -0.2911
H13 -2.5905 -0.8361 0.8439
H14 -3.9237 -2.0011 0.3219
H15 -0.9905 -1.1453 2.6204
H16 0.0044 -2.0530 1.5151
H17 -0.2622 -2.6657 3.2144
C15 -2.5324 1.8530 5.6260
S3 -2.8071 0.0172 5.8387
O11 -3.1895 -0.3997 4.4314
C16 -0.9652 -0.2413 5.9559
H18 -2.1674 2.1613 6.6058
H19 -3.4905 2.3567 5.4980
H20 -1.9712 2.0306 4.7087
H21 -0.6521 -0.0227 6.9769
H22 -0.3876 0.3848 5.2758
H23 -0.7289 -1.2897 5.7740
C17 0.5471 -3.6567 -1.6309
S4 0.9806 -4.5774 -0.1106
O12 -0.1913 -5.5761 0.1732
C18 2.5788 -5.3299 -0.7432
H24 -0.3282 -3.0355 -1.4412
H25 0.4570 -4.3591 -2.4595
H26 1.2359 -2.8293 -1.8012
H27 2.5485 -5.6501 -1.7847
H28 2.8821 -6.0584 0.0088
H29 3.2818 -4.5080 -0.6076
C19 -5.0631 -5.4802 -2.7155
S5 -4.1781 -4.4232 -1.5581
O13 -3.3451 -5.2483 -0.6126
C20 -3.1451 -3.6018 -2.8229
H30 -4.3771 -6.2715 -3.0179
H31 -5.3466 -4.9398 -3.6187
H32 -5.9313 -5.8748 -2.1877
H33 -2.5752 -4.3477 -3.3768
H34 -2.3901 -3.0203 -2.2938
H35 -3.7951 -2.9795 -3.4380
C21 -3.5311 2.0292 1.7743
O14 -4.3099 1.1048 1.0328
C22 -5.4750 1.4464 0.4631
O15 -6.1704 0.6487 -0.1700
O16 -5.8201 2.7888 0.5848
C23 -6.9141 3.2428 -0.1542
H36 -3.2367 2.8263 1.0917
H37 -2.6681 1.5437 2.2299
H38 -4.1857 2.3548 2.5827
H39 -6.9787 2.9727 -1.2083
H40 -7.0007 4.3221 -0.0287
H41 -7.8264 2.8307 0.2771
C24 4.4692 -0.9505 -0.1520
O17 4.6129 -1.4744 1.2072
C25 3.5823 -1.9990 1.8827
O18 2.4667 -2.1462 1.4551
O19 3.9754 -2.2784 3.1184
C26 3.0039 -2.5167 4.0703
H42 3.6133 -1.3690 -0.6815
H43 5.3175 -1.3445 -0.7117
H44 4.2991 0.1160 -0.2994
H45 3.4530 -2.9652 4.9565
H46 2.2020 -3.1288 3.6576
H47 2.5408 -1.5458 4.2465
C27 -0.2440 -0.5062 -4.9028
O20 -0.2506 0.3698 -6.0180
C28 0.9102 0.7806 -6.5452
O21 2.0650 0.5353 -6.1544
O22 0.6084 1.6654 -7.5409
C29 1.5378 2.4633 -8.2633
H48 0.4468 -1.3219 -5.1163
H49 -1.2281 -0.9679 -4.8232
H50 0.0576 0.0303 -4.0032
H51 2.2885 2.0116 -8.9119
H52 2.0935 3.0311 -7.5170
H53 1.0223 3.2632 -8.7948
C30 -1.7843 5.4111 -0.2834
O23 -1.8862 5.3361 1.1324
C31 -0.7549 5.1475 1.7313
O24 0.3531 5.4325 1.3092
O25 -1.0580 4.8727 3.0464
C32 -0.0672 4.7558 4.0514
H54 -2.5050 4.6719 -0.6331
H55 -0.7909 5.3443 -0.7269
H56 -2.1244 6.3688 -0.6775
H57 -0.5589 4.4821 4.9849
H58 0.5679 5.5940 4.3381
H59 0.5760 3.9413 3.7184
C33 6.8470 1.3608 1.2317
O26 7.6537 0.7874 0.2138
C34 7.4959 1.0813 -1.0848
O27 6.7653 1.9380 -1.5668
O28 8.1851 0.1274 -1.7923
C35 8.2114 0.1300 -3.2169
H60 5.8682 0.8890 1.1461
H61 6.8332 2.4424 1.0977
H62 7.3754 1.1288 2.1565
H63 7.1817 -0.0093 -3.5463
H64 8.8995 -0.6301 -3.5869
H65 8.3287 1.1474 -3.5899

DFT total energy = -152249.295 eV
net charge = -1
HOMO-LUMO gap = 0.24701 Eh
LUMO energy = 1.66 eV